No. 1
{
  "formula": "C6H30O12",
  "method": "wB97M-V/def2-TZVPD",
  "species": ["O", "C", "C", "O", "H", "H", "H", "H", "H", "H", "O", "C", "C", "O", "H", "H", "H", "H", "H", "H", "O", "C", "C", "O", "H", "H", "H", "H", "H", "H", "O", "H", "H", "O", "H", "H", "O", "H", "H", "O", "H", "H", "O", "H", "H", "O", "H", "H"],
  "xyz": [[0.704, -0.847, 3.023], [1.318, 0.072, 3.913], [0.468, 1.274, 4.206], [-0.207, 1.584, 3.084], [0.081, -0.295, 2.484], [1.692, -0.315, 4.812], [2.216, 0.505, 3.495], [1.115, 2.082, 4.639], [-0.221, 1.073, 4.993], [0.391, 1.767, 2.361], [-0.734, 1.321, -3.008], [-0.448, -0.044, -3.383], [-1.346, -0.514, -4.468], [-2.703, -0.490, -4.068], [-1.683, 1.276, -2.847], [0.587, -0.078, -3.594], [-0.637, -0.686, -2.531], [-1.106, -1.578, -4.731], [-1.295, 0.225, -5.315], [-2.766, -1.207, -3.421], [1.682, 2.476, 0.917], [1.804, 1.395, 0.012], [2.403, 1.735, -1.348], [1.694, 2.796, -1.984], [1.562, 3.232, 0.339], [2.473, 0.650, 0.498], [0.796, 1.058, -0.253], [2.450, 0.756, -1.842], [3.412, 2.081, -1.310], [0.976, 2.382, -2.507], [-1.759, -3.369, 2.164], [-1.155, -3.563, 1.446], [-1.364, -2.603, 2.534], [0.203, -3.223, -0.695], [0.775, -3.828, -1.193], [0.880, -2.860, -0.114], [-1.741, 3.009, -0.175], [-2.343, 3.708, -0.332], [-0.939, 3.302, -0.633], [-2.799, -2.101, -1.473], [-1.960, -2.187, -1.054], [-3.472, -2.184, -0.755], [-1.577, 0.206, 0.871], [-2.004, 0.756, 0.178], [-1.577, 0.917, 1.638], [2.315, -3.164, 1.475], [1.990, -2.562, 2.130], [1.853, -3.940, 1.821]],
  "mulliken_charge": [-0.407, -0.654, -0.390, -0.543, 0.276, 0.451, 0.305, 0.302, 0.346, 0.314, -0.540, 0.007, -0.605, -0.522, 0.343, 0.381, 0.053, 0.292, 0.292, 0.319, -0.596, 0.307, -0.844, -0.636, 0.315, 0.262, 0.039, 0.294, 0.449, 0.391, -0.640, 0.295, 0.335, -0.594, 0.302, 0.315, -0.540, 0.257, 0.297, -0.609, 0.285, 0.297, -0.532, 0.222, 0.342, -0.662, 0.293, 0.336],
  "smiles": "OCCO.OCCO.OCCO.O.O.O.O.O.O",
  "lumo_energy_ev": 0.33,
  "e_tot_ha": -1149.42519,
  "orbital_gap_ev": 10.597
}

No. 2
{
  "formula": "C6H30O9",
  "method": "wB97M-V/def2-TZVPD",
  "species": ["C", "C", "C", "O", "H", "H", "H", "H", "H", "H", "H", "H", "C", "C", "C", "O", "H", "H", "H", "H", "H", "H", "H", "H", "O", "H", "H", "O", "H", "H", "O", "H", "H", "O", "H", "H", "O", "H", "H", "O", "H", "H", "O", "H", "H"],
  "xyz": [[0.746, -2.224, 0.117], [-0.380, -2.948, 0.852], [-0.089, -3.253, 2.321], [-1.608, -2.254, 0.671], [1.704, -2.675, 0.373], [0.759, -1.160, 0.354], [0.618, -2.291, -0.964], [-0.433, -3.949, 0.423], [-0.015, -2.257, 2.758], [0.944, -3.533, 2.529], [-0.837, -3.820, 2.874], [-1.783, -1.716, 1.447], [-0.342, 1.810, 0.751], [0.022, 1.885, -0.687], [-0.796, 0.849, -1.562], [-0.023, 3.199, -1.370], [-0.673, 0.821, 1.069], [-1.257, 2.390, 0.868], [0.485, 2.204, 1.342], [1.096, 1.701, -0.713], [-1.760, 1.343, -1.445], [-0.877, -0.173, -1.192], [-0.467, 0.901, -2.600], [0.560, 2.969, -2.097], [1.950, 0.895, -3.816], [2.849, 0.855, -3.489], [2.035, 1.230, -4.709], [3.386, 1.803, 0.307], [4.211, 2.267, 0.449], [3.511, 0.956, 0.735], [0.740, -1.683, -4.175], [-0.072, -1.488, -4.643], [1.138, -0.827, -4.018], [1.127, 0.279, 3.753], [0.353, 0.403, 3.203], [1.180, 1.080, 4.275], [-3.254, -2.328, -1.437], [-2.634, -2.554, -0.744], [-2.781, -1.703, -1.987], [-0.699, 5.131, 0.248], [-1.650, 5.053, 0.177], [-0.358, 4.492, -0.377], [-2.059, -0.586, 3.016], [-2.214, 0.206, 3.532], [-2.353, -1.301, 3.580]],
  "mulliken_charge": [-1.108, 0.800, -1.289, -0.519, 0.447, 0.028, 0.304, 0.220, 0.221, 0.369, 0.336, 0.224, -0.825, 0.694, -0.940, -0.650, -0.109, 0.369, 0.309, 0.131, 0.402, 0.003, 0.298, 0.312, -0.638, 0.304, 0.302, -0.578, 0.273, 0.304, -0.624, 0.312, 0.356, -0.623, 0.292, 0.298, -0.675, 0.434, 0.296, -0.691, 0.286, 0.407, -0.596, 0.268, 0.268],
  "smiles": "CC(C)O.CC(C)O.O.O.O.O.O.O.O",
  "lumo_energy_ev": 0.07,
  "e_tot_ha": -923.71324,
  "orbital_gap_ev": 10.382
}

No. 3
{
  "formula": "C6H31NO10",
  "method": "wB97M-V/def2-TZVPD",
  "species": ["C", "C", "C", "C", "O", "N", "C", "C", "H", "H", "H", "H", "H", "H", "H", "H", "H", "H", "H", "H", "H", "O", "H", "H", "O", "H", "H", "O", "H", "H", "O", "H", "H", "O", "H", "H", "O", "H", "H", "O", "H", "H", "O", "H", "H", "O", "H", "H"],
  "xyz": [[2.787, 1.792, 1.789], [1.775, 2.161, 0.647], [1.270, 1.050, -0.243], [-0.152, 0.584, -0.177], [-1.122, 1.002, 0.422], [-0.181, -0.727, -0.744], [-1.508, -1.333, -0.924], [-1.450, -2.863, -0.972], [2.637, 2.323, 2.705], [3.810, 1.943, 1.506], [2.643, 0.736, 2.036], [2.236, 2.872, -0.029], [0.903, 2.579, 1.148], [1.375, 1.299, -1.328], [1.999, 0.069, -0.225], [0.660, -1.278, -0.798], [-1.920, -0.835, -1.831], [-2.087, -1.021, -0.039], [-0.515, -3.195, -1.340], [-2.264, -3.090, -1.667], [-1.488, -3.388, -0.010], [-3.382, -0.527, 2.681], [-3.476, -1.463, 2.866], [-2.663, -0.297, 3.264], [-0.636, -0.122, 2.673], [-0.380, -0.293, 1.782], [-1.262, 0.585, 2.862], [3.413, -1.368, -1.411], [3.648, -0.795, -2.130], [4.041, -2.059, -1.248], [-3.803, 1.455, -1.966], [-3.330, 2.126, -1.449], [-3.874, 0.665, -1.430], [-3.365, 2.708, 0.737], [-2.790, 2.010, 1.178], [-4.014, 2.188, 0.278], [2.107, 2.123, -3.609], [1.517, 1.614, -3.050], [2.380, 2.798, -2.979], [0.279, -3.794, 1.942], [-0.060, -2.902, 2.042], [0.944, -3.693, 1.254], [-0.771, 0.905, -2.662], [-1.614, 0.774, -2.226], [-0.814, 1.621, -3.299], [2.808, -2.016, 1.247], [3.287, -1.344, 0.722], [2.406, -1.578, 2.003]],
  "mulliken_charge": [-1.058, -0.463, 2.248, -0.161, -0.410, 0.189, 0.339, -1.366, 0.373, 0.305, 0.160, 0.369, 0.289, -1.726, -0.295, 0.316, 0.178, 0.189, 0.329, 0.403, 0.319, -0.558, 0.291, 0.300, -0.782, 0.309, 0.325, -0.575, 0.279, 0.295, -0.671, 0.359, 0.327, -0.670, 0.374, 0.303, -0.658, 0.148, 0.324, -0.660, 0.288, 0.321, -0.594, 0.067, 0.312, -0.621, 0.315, 0.328],
  "smiles": "CCCC(=O)NCC.O.O.O.O.O.O.O.O.O",
  "lumo_energy_ev": 0.11,
  "e_tot_ha": -1054.30042,
  "orbital_gap_ev": 9.783
}